DFT (ωB97M-V/def2-TZVPD) results for a structure of composition C28H42N6O4STi in a non-equilibrium geometry.

Structure (XYZ):
```
82
Properties=species:S:1:pos:R:3
C 6.49 -0.84 1.29
C 5.29 -1.64 0.72
O 4.05 -1.01 1.04
C 2.95 -1.80 0.55
C 2.27 -1.18 -0.68
C 1.15 -0.12 -0.44
C 1.64 1.04 -1.43
C 0.64 2.19 -1.75
C 0.79 3.46 -0.84
C -0.48 4.36 -1.04
C -1.08 4.87 0.32
C -2.59 4.52 0.43
C -3.33 5.36 1.52
S -3.74 4.36 3.02
C -2.24 4.05 3.88
N -1.98 3.23 4.86
N -0.67 3.38 5.09
C -0.14 4.25 4.31
O -1.15 4.72 3.51
C 1.01 0.65 0.90
N 1.27 -0.03 2.22
C 1.80 0.71 3.04
O 2.17 1.54 3.79
C -0.45 1.17 1.07
O -0.83 2.01 1.83
N -1.17 0.43 0.11
C -0.35 -0.56 -0.63
C -0.88 -0.75 -2.07
C -0.38 -2.02 -2.82
C -1.46 -2.73 -3.68
C -2.21 -3.83 -2.88
C -1.35 -5.08 -2.58
N -1.90 -5.70 -1.34
C -0.79 -1.87 0.14
C -2.19 -1.97 0.32
C -2.66 -3.21 1.03
C -1.68 -4.13 1.41
C -0.37 -3.84 1.12
N 0.09 -2.76 0.52
H 6.23 0.21 1.47
H 7.30 -0.93 0.56
H 6.81 -1.35 2.21
H 5.37 -2.66 1.15
H 5.33 -1.70 -0.39
H 2.30 -2.04 1.39
H 3.39 -2.76 0.22
H 1.82 -2.01 -1.25
H 3.08 -0.82 -1.34
H 1.85 0.54 -2.40
H 2.60 1.45 -1.09
H 0.89 2.54 -2.76
H -0.42 1.92 -1.78
H 0.94 3.22 0.22
H 1.62 4.05 -1.26
H -1.30 3.84 -1.57
H -0.21 5.22 -1.66
H -1.05 5.98 0.28
H -0.50 4.52 1.18
H -3.08 4.75 -0.53
H -2.74 3.46 0.68
H -2.77 6.25 1.85
H -4.31 5.67 1.14
H 0.90 4.55 4.27
H 1.80 1.41 0.86
H -1.79 1.00 -0.46
H -1.99 -0.81 -2.07
H -0.65 0.10 -2.73
H 0.10 -2.78 -2.18
H 0.40 -1.69 -3.52
H -0.95 -3.24 -4.51
H -2.13 -1.97 -4.12
H -3.06 -4.17 -3.49
H -2.60 -3.37 -1.96
H -0.30 -4.85 -2.36
H -1.39 -5.83 -3.39
H -1.27 -6.42 -1.00
H -2.81 -6.09 -1.53
H -2.92 -1.23 -0.03
H -3.75 -3.45 1.25
H -1.98 -5.05 1.90
H 0.37 -4.60 1.40
Ti -4.68 -2.12 1.50
```

Properties
Total energy ... -80772.08811 eV
ΔE to the lowest compared entry with this formula, charge and spin ... 0.00 kcal/mol
Charge ... +2
E_HOMO ... -12.5 eV

***

DFT (ωB97M-V/def2-TZVPD) results for a structure of composition C27H63F3GaO8 in a non-equilibrium geometry.

Structure (XYZ):
```
102
Properties=species:S:1:pos:R:3
C 0.55 -0.44 -1.64
C 1.17 0.49 -0.59
C 1.89 1.64 -1.23
O 1.78 1.92 -2.40
O 2.61 2.36 -0.35
C 3.74 3.09 -0.90
C 4.04 4.35 -0.11
Ga 2.59 5.82 -0.17
C 0.78 5.03 -0.72
C -0.22 4.69 0.42
C 0.11 5.08 1.82
F -0.27 6.34 2.15
C 0.64 4.35 2.80
F 0.34 4.48 4.10
F 1.56 3.43 2.57
H 1.29 -0.70 -2.40
H 0.16 -1.35 -1.19
H -0.26 0.07 -2.17
H 0.36 0.93 0.01
H 1.83 -0.04 0.09
H 3.52 3.35 -1.94
H 4.58 2.38 -0.91
H 4.95 4.77 -0.56
H 4.30 4.10 0.93
H 2.55 6.55 1.27
H 3.05 6.88 -1.25
H 0.92 4.14 -1.33
H 0.31 5.77 -1.38
H -0.44 3.61 0.42
H -1.18 5.19 0.25
C 0.46 -4.46 1.84
C -0.68 -3.67 1.22
C -1.94 -4.51 1.11
O -0.30 -3.18 -0.07
H 0.70 -5.33 1.22
H 1.36 -3.84 1.91
H 0.20 -4.80 2.84
H -0.88 -2.78 1.82
H -1.76 -5.38 0.46
H -2.74 -3.92 0.66
H -2.27 -4.87 2.08
H -0.12 -3.95 -0.64
C -4.72 -3.27 -1.64
C -4.13 -1.87 -1.81
C -3.73 -1.61 -3.25
O -3.02 -1.69 -0.94
H -3.98 -4.02 -1.92
H -5.01 -3.44 -0.61
H -5.60 -3.41 -2.28
H -4.86 -1.13 -1.49
H -2.96 -2.32 -3.56
H -3.31 -0.61 -3.35
H -4.58 -1.70 -3.93
H -2.34 -2.34 -1.18
C -2.28 -5.43 6.71
C -1.26 -4.67 5.88
C -0.57 -3.59 6.70
O -1.87 -4.10 4.73
H -3.06 -4.75 7.07
H -2.76 -6.20 6.11
H -1.82 -5.90 7.58
H -0.51 -5.36 5.50
H -1.30 -2.85 7.05
H 0.16 -3.06 6.09
H -0.06 -4.01 7.57
H -2.54 -3.48 5.02
C 3.08 7.93 -5.96
C 2.37 7.16 -4.86
C 0.88 7.00 -5.16
O 2.56 7.77 -3.60
H 2.67 8.94 -6.04
H 4.14 8.03 -5.73
H 2.97 7.45 -6.93
H 2.82 6.17 -4.76
H 0.41 7.99 -5.21
H 0.40 6.44 -4.36
H 0.72 6.49 -6.11
H 2.17 8.65 -3.62
C 0.64 1.08 4.49
C -0.48 0.25 3.88
C -1.81 0.53 4.55
O -0.16 -1.14 3.97
H 0.76 0.82 5.55
H 1.59 0.86 4.00
H 0.46 2.14 4.41
H -0.56 0.47 2.82
H -1.76 0.27 5.62
H -2.60 -0.08 4.10
H -2.09 1.58 4.47
H -0.08 -1.35 4.90
C 1.84 -5.33 -4.65
C 0.67 -5.50 -3.69
C -0.67 -5.36 -4.41
O 0.76 -4.55 -2.63
H 1.82 -4.34 -5.11
H 2.79 -5.44 -4.12
H 1.80 -6.08 -5.45
H 0.73 -6.47 -3.21
H -0.75 -4.37 -4.86
H -1.49 -5.49 -3.71
H -0.77 -6.11 -5.20
H 0.72 -3.66 -3.01
```

Properties
Total energy ... -105927.88635 eV
Charge ... -1
E_HOMO ... -4.4 eV

***

DFT (ωB97M-V/def2-TZVPD) results for a cluster of 4 separate species, C12H36N3O4PS3 in total in a non-equilibrium geometry.

Structure (XYZ):
```
59
Properties=species:S:1:pos:R:3
O 0.44 1.98 2.32
P 0.99 1.57 1.03
N 2.19 2.56 0.43
C 3.09 2.07 -0.65
C 2.18 4.01 0.44
N -0.09 1.49 -0.32
C -1.06 2.58 -0.46
C 0.12 0.83 -1.60
N 1.67 0.04 1.04
C 0.84 -1.16 1.00
C 3.00 -0.19 1.58
H 3.18 0.99 -0.61
H 4.04 2.56 -0.47
H 2.59 2.32 -1.58
H 3.14 4.46 0.66
H 1.40 4.43 1.08
H 1.85 4.36 -0.55
H -0.54 3.50 -0.74
H -1.84 2.31 -1.17
H -1.58 2.68 0.50
H 0.69 -0.09 -1.41
H -0.86 0.45 -1.92
H 0.58 1.45 -2.37
H 0.15 -1.02 0.16
H 1.41 -2.04 0.70
H 0.24 -1.29 1.91
H 3.36 0.70 2.10
H 3.77 -0.41 0.83
H 2.97 -0.88 2.43
C -5.61 3.56 3.23
S -4.84 1.93 2.98
O -4.73 1.80 1.49
C -3.18 2.47 3.58
H -6.38 3.70 2.47
H -5.01 4.46 3.10
H -6.23 3.60 4.13
H -2.89 3.42 3.13
H -2.50 1.68 3.26
H -3.27 2.58 4.66
C 3.36 -4.10 -1.98
S 2.14 -5.06 -2.93
O 0.96 -4.19 -3.24
C 3.18 -5.20 -4.42
H 3.48 -3.14 -2.49
H 4.36 -4.53 -2.03
H 2.94 -3.89 -1.00
H 4.17 -5.62 -4.28
H 3.25 -4.18 -4.79
H 2.77 -5.86 -5.19
C -1.73 -3.57 -0.76
S -2.38 -1.95 -1.36
O -3.80 -2.18 -1.85
C -2.65 -1.15 0.26
H -0.76 -3.50 -0.27
H -1.58 -4.18 -1.65
H -2.56 -4.06 -0.25
H -1.88 -1.25 1.02
H -3.48 -1.68 0.74
H -3.04 -0.15 0.09
```

Properties
Total energy ... -67480.26305 eV
ΔE to the lowest compared entry with this formula, charge and spin ... 19.74 kcal/mol
E_HOMO ... -8.1 eV

***

What did the first record say?
DFT (ωB97M-V/def2-TZVPD) results for a structure of composition C28H42N6O4STi in a non-equilibrium geometry.

Structure (XYZ):
```
82
Properties=species:S:1:pos:R:3
C 6.49 -0.84 1.29
C 5.29 -1.64 0.72
O 4.05 -1.01 1.04
C 2.95 -1.80 0.55
C 2.27 -1.18 -0.68
C 1.15 -0.12 -0.44
C 1.64 1.04 -1.43
C 0.64 2.19 -1.75
C 0.79 3.46 -0.84
C -0.48 4.36 -1.04
C -1.08 4.87 0.32
C -2.59 4.52 0.43
C -3.33 5.36 1.52
S -3.74 4.36 3.02
C -2.24 4.05 3.88
N -1.98 3.23 4.86
N -0.67 3.38 5.09
C -0.14 4.25 4.31
O -1.15 4.72 3.51
C 1.01 0.65 0.90
N 1.27 -0.03 2.22
C 1.80 0.71 3.04
O 2.17 1.54 3.79
C -0.45 1.17 1.07
O -0.83 2.01 1.83
N -1.17 0.43 0.11
C -0.35 -0.56 -0.63
C -0.88 -0.75 -2.07
C -0.38 -2.02 -2.82
C -1.46 -2.73 -3.68
C -2.21 -3.83 -2.88
C -1.35 -5.08 -2.58
N -1.90 -5.70 -1.34
C -0.79 -1.87 0.14
C -2.19 -1.97 0.32
C -2.66 -3.21 1.03
C -1.68 -4.13 1.41
C -0.37 -3.84 1.12
N 0.09 -2.76 0.52
H 6.23 0.21 1.47
H 7.30 -0.93 0.56
H 6.81 -1.35 2.21
H 5.37 -2.66 1.15
H 5.33 -1.70 -0.39
H 2.30 -2.04 1.39
H 3.39 -2.76 0.22
H 1.82 -2.01 -1.25
H 3.08 -0.82 -1.34
H 1.85 0.54 -2.40
H 2.60 1.45 -1.09
H 0.89 2.54 -2.76
H -0.42 1.92 -1.78
H 0.94 3.22 0.22
H 1.62 4.05 -1.26
H -1.30 3.84 -1.57
H -0.21 5.22 -1.66
H -1.05 5.98 0.28
H -0.50 4.52 1.18
H -3.08 4.75 -0.53
H -2.74 3.46 0.68
H -2.77 6.25 1.85
H -4.31 5.67 1.14
H 0.90 4.55 4.27
H 1.80 1.41 0.86
H -1.79 1.00 -0.46
H -1.99 -0.81 -2.07
H -0.65 0.10 -2.73
H 0.10 -2.78 -2.18
H 0.40 -1.69 -3.52
H -0.95 -3.24 -4.51
H -2.13 -1.97 -4.12
H -3.06 -4.17 -3.49
H -2.60 -3.37 -1.96
H -0.30 -4.85 -2.36
H -1.39 -5.83 -3.39
H -1.27 -6.42 -1.00
H -2.81 -6.09 -1.53
H -2.92 -1.23 -0.03
H -3.75 -3.45 1.25
H -1.98 -5.05 1.90
H 0.37 -4.60 1.40
Ti -4.68 -2.12 1.50
```

Properties
Total energy ... -80772.08811 eV
ΔE to the lowest compared entry with this formula, charge and spin ... 0.00 kcal/mol
Charge ... +2
E_HOMO ... -12.5 eV

***

Q: total energy of number 2 (C27H63F3GaO8)?
A: -105927.88635 eV